Run one
{"formula": "C4H10O2", "method": "ωB97M-V/def2-TZVPD", "symbols": ["C", "C", "O", "C", "C", "O", "H", "H", "H", "H", "H", "H", "H", "H", "H", "H"], "coordinates": [[-2.071, 0.150, 0.166], [-0.606, 0.381, 0.521], [-0.116, -0.660, 1.345], [0.243, 0.567, -0.758], [1.662, 0.032, -0.664], [1.588, -1.395, -0.628], [-2.655, -0.018, 1.074], [-2.488, 1.013, -0.368], [-2.177, -0.735, -0.474], [-0.543, 1.295, 1.129], [0.293, -1.316, 0.757], [0.286, 1.630, -1.021], [-0.239, 0.049, -1.598], [2.169, 0.413, 0.233], [2.232, 0.346, -1.549], [2.447, -1.733, -0.346]], "lowdin_charge": [-0.0611, -0.4457, -0.0499, -0.1404, -0.2490, -0.0821, 0.0779, 0.0808, 0.0828, 0.1383, 0.0657, 0.1212, 0.1182, 0.1261, 0.1158, 0.1011], "gap_ha": 0.3924, "smiles": "C[C@@H](O)CCO", "multiplicity": 1, "lumo_ev": 0.83}

=====

Run two
{"formula": "C4H10O2", "method": "ωB97M-V/def2-TZVPD", "symbols": ["C", "C", "O", "H", "H", "H", "H", "C", "C", "O", "H", "H", "H", "H", "H", "H"], "coordinates": [[-1.610, -0.636, -1.727], [-2.014, -1.651, -2.845], [-2.900, -1.846, -3.592], [-1.842, -0.962, -0.706], [-2.166, 0.321, -1.809], [-0.575, -0.361, -1.814], [-1.224, -2.329, -2.694], [1.710, 0.797, 0.693], [1.094, 0.696, 2.046], [0.815, 1.905, 2.937], [2.130, -0.253, 0.483], [0.885, 1.074, -0.085], [2.518, 1.579, 0.676], [1.750, 0.046, 2.735], [0.162, 0.057, 1.999], [1.268, 1.563, 3.702]], "lowdin_charge": [-0.0529, -0.3210, 0.0877, 0.0792, 0.0762, 0.0494, 0.0781, -0.1263, -0.3097, -0.1075, 0.0997, 0.0895, 0.0856, 0.1187, 0.1105, 0.0427], "gap_ha": 0.3866, "smiles": "CC=O.CCO", "multiplicity": 1, "lumo_ev": 0.68}

=====

Best to worst by energy: run one, run two.